# 1
Computed, not measured: 2 unconnected molecules or ions with the total composition C4H13NO2, with ωB97M-V/def2-TZVPD.

CARTESIAN COORDINATES (ANGSTROEM)
O1 0.31 0.52 -1.33
O2 1.70 2.36 0.68
N1 0.32 -2.35 0.13
C1 -1.95 0.61 -0.53
C2 0.32 -0.20 1.41
C3 -0.37 -1.13 0.37
C4 -0.75 -0.28 -0.84
H1 1.12 0.02 -1.52
H2 -1.06 -1.01 -1.60
H3 0.35 -3.02 0.89
H4 -2.74 -0.03 -0.13
H5 0.57 -2.65 -0.80
H6 0.55 -0.61 2.40
H7 -1.30 -1.51 0.83
H8 1.25 1.99 -0.09
H9 -0.36 0.59 1.69
H10 2.13 3.14 0.30
H11 -1.59 1.38 0.15
H12 1.29 0.01 0.98
H13 -2.41 1.16 -1.35

Values from the calculation:
frontier orbital gap (alpha / beta): 0.3942 / 0.2197 Ha
E_tot: -365.0950 a.u.
spin multiplicity: 2
charge: +1
HOMO level (alpha / beta): -14.41 / -14.40 eV
LUMO energy (alpha / beta): -3.7 / -8.4 eV
ΔE to the lowest compared entry with this formula, charge and spin: 32.6 kcal per mole

---

# 2
Computed, not measured: a molecular structure, C44H44GeN7Ti, with ωB97M-V/def2-TZVPD.

CARTESIAN COORDINATES (ANGSTROEM)
Ge1 1.22 -1.77 -1.61
Ti1 -0.44 -0.23 -0.05
N1 -1.06 0.10 -2.26
N2 -0.05 1.76 0.29
N3 -2.19 -0.17 -4.13
N4 -6.82 -2.67 -8.37
N5 -1.03 -2.14 0.43
N6 0.29 -0.17 1.85
N7 -2.43 -0.11 0.28
C1 1.00 -1.97 -4.52
C2 -3.11 1.11 0.71
C3 0.94 -2.56 1.82
C4 -5.43 -1.29 -5.49
C5 -2.77 -1.10 -6.30
C6 -0.42 0.76 -3.28
C7 2.10 -0.59 -6.15
C8 3.86 -1.47 -0.37
C9 0.06 3.51 4.49
C10 -4.49 -0.77 -4.62
C11 0.02 2.78 -0.75
C12 -2.11 -0.47 -2.82
C13 -5.05 -1.71 -6.76
C14 -4.50 -1.21 -0.24
C15 1.62 -1.28 -3.48
C16 -3.13 -1.22 0.01
C17 0.03 4.08 3.23
C18 0.18 1.00 2.49
C19 0.04 2.14 1.58
C20 3.30 -3.73 -0.89
C21 2.51 -0.26 -3.81
C22 -3.16 -0.69 -5.03
C23 4.52 -4.15 -0.39
C24 -3.93 -4.23 -0.58
C25 5.09 -1.88 0.12
C26 -2.27 -2.42 0.07
C27 -3.72 -1.61 -7.16
C28 2.74 0.09 -5.13
C29 -2.55 3.39 -0.43
C30 0.14 1.07 3.90
C31 -6.03 -2.24 -7.65
C32 -2.70 -3.74 -0.19
C33 2.95 -2.38 -0.89
C34 -1.12 0.62 -4.44
C35 0.08 2.15 4.76
C36 -5.14 -3.58 -0.78
C37 5.42 -3.23 0.12
C38 -3.44 2.14 -0.39
C39 1.24 -1.64 -5.85
C40 0.01 3.48 1.98
C41 -0.19 -3.18 1.00
C42 0.50 -1.38 2.66
C43 -5.37 -2.23 -0.61
C44 -1.30 3.31 -1.33
H1 -0.01 5.16 3.20
H2 1.35 -3.33 2.48
H3 0.06 1.88 5.81
H4 -0.41 -1.62 3.22
H5 -6.39 -1.90 -0.79
H6 0.77 -2.21 -6.64
H7 -3.15 4.21 -0.82
H8 -0.08 4.19 1.18
H9 1.30 -1.18 3.38
H10 -1.09 4.32 -1.71
H11 0.33 -2.80 -4.29
H12 -3.44 -1.94 -8.15
H13 -3.95 -5.30 -0.75
H14 -0.81 -3.80 1.66
H15 -6.47 -1.36 -5.19
H16 -5.97 -4.20 -1.08
H17 -4.97 -0.23 -0.19
H18 5.79 -1.15 0.52
H19 0.23 -3.83 0.23
H20 -1.57 2.73 -2.21
H21 3.61 -0.41 -0.33
H22 0.61 2.37 -1.56
H23 -4.78 -0.41 -3.64
H24 3.43 0.89 -5.36
H25 0.15 0.12 4.40
H26 4.78 -5.20 -0.40
H27 -2.48 1.58 1.46
H28 -4.02 0.82 1.24
H29 -3.43 1.65 -1.37
H30 6.38 -3.55 0.50
H31 2.29 -0.33 -7.19
H32 3.03 0.28 -3.02
H33 -4.47 2.47 -0.23
H34 0.04 4.18 5.34
H35 2.61 -4.47 -1.29
H36 -2.29 3.68 0.59
H37 -1.73 -1.05 -6.59
H38 -0.94 1.00 -5.43
H39 -2.84 -1.10 -2.33
H40 -1.91 -4.48 -0.12
H41 1.77 -2.25 1.18
H42 0.51 1.27 -3.15
H43 0.63 3.61 -0.39
H44 0.33 -3.03 -1.83

Values from the calculation:
frontier orbital gap: 0.2485 Ha
E_tot: -5012.5697 a.u.
charge: +1
HOMO level: -10.10 eV
LUMO energy: -3.3 eV
ΔE to the lowest compared entry with this formula, charge and spin: 14.1 kcal per mole

---

# 3
Computed, not measured: a molecular structure, C18H28AgClN3NbO3, with ωB97M-V/def2-TZVPD.

CARTESIAN COORDINATES (ANGSTROEM)
Ag1 3.64 2.79 -0.99
Nb1 0.14 0.23 0.27
Cl1 -6.06 5.27 2.78
O1 -0.99 1.07 1.88
O2 1.28 4.33 -1.11
O3 -1.77 1.06 -0.19
N1 1.00 1.96 -0.29
N2 0.12 -0.89 -1.41
N3 0.95 -1.24 1.42
C1 -4.93 4.07 2.29
C2 -3.64 3.05 0.51
C3 -3.04 2.21 1.46
C4 -1.91 1.44 1.04
C5 2.25 -1.90 1.38
C6 0.65 -0.64 -2.77
C7 0.05 -1.92 2.33
C8 -0.04 0.61 -3.33
C9 1.62 3.22 -0.50
C10 0.42 -1.84 -3.73
C11 -4.34 3.20 3.23
C12 -3.39 2.27 2.82
C13 3.31 -0.90 0.89
C14 2.77 -2.46 2.73
C15 2.13 -3.04 0.34
C16 -4.57 4.00 0.93
C17 2.16 -0.41 -2.69
C18 -1.10 -1.70 -1.40
H1 2.71 -1.68 3.51
H2 -1.61 -1.66 -0.42
H3 -3.34 2.96 -0.53
H4 0.10 -2.95 1.90
H5 1.65 -2.66 -0.58
H6 0.06 1.45 -2.61
H7 -0.64 -1.95 -3.99
H8 4.27 -1.43 0.85
H9 3.16 -3.39 0.15
H10 0.82 -2.78 -3.32
H11 -4.67 3.29 4.27
H12 3.43 -0.05 1.58
H13 -5.02 4.67 0.20
H14 2.42 0.48 -2.08
H15 -1.11 0.38 -3.47
H16 -1.80 -1.36 -2.19
H17 2.68 -1.30 -2.29
H18 -2.92 1.63 3.56
H19 0.30 -1.86 3.43
H20 3.84 -2.72 2.56
H21 -0.79 -2.74 -1.60
H22 1.48 -3.84 0.72
H23 0.42 0.86 -4.30
H24 2.20 -3.36 3.03
H25 3.13 -0.52 -0.14
H26 2.53 -0.23 -3.71
H27 0.97 -1.60 -4.66
H28 -0.97 -1.50 2.25

Values from the calculation:
frontier orbital gap (alpha / beta): 0.1491 / 0.1490 Ha
E_tot: -1756.1363 a.u.
charge: +2
HOMO level (alpha / beta): -14.18 / -14.18 eV
LUMO energy (alpha / beta): -10.1 / -10.1 eV

---

The lowest E_tot belongs to which entry? C44H44GeN7Ti